# 1
Density functional theory data (ωB97M-V with the def2-TZVPD basis set) for 2 unconnected molecules or ions with the total composition C7H9FN2 in a non-equilibrium geometry.

Values from the calculation:
LUMO (spin up / spin down): 0.003 / 0.003 hartree
ΔE to the lowest compared entry with this formula, charge and spin: 102.1 kcal per mole

Bonds (Å) are listed after each position.
CARTESIAN COORDINATES (ANGSTROEM)
1 C 2.316 -0.406 0.824  C2 1.371, C3 1.452, H11 1.123
2 C 1.838 0.827 0.463  C1 1.371, C4 1.366, H12 1.134
3 C 1.621 -1.585 0.337  C1 1.452, C5 1.383, H13 1.069
4 C 0.749 0.908 -0.358  C2 1.366, C6 1.378, H14 1.074
5 C 0.506 -1.439 -0.468  C3 1.383, C6 1.380, H15 1.130
6 C 0.088 -0.187 -0.872  C4 1.378, C5 1.380, C7 1.435
7 C -1.117 0.014 -1.625  C6 1.435, H16 1.008, H17 1.107
8 N -2.034 1.337 0.855  N9 1.329, H18 1.118, H19 1.034
9 N -2.392 0.342 0.051  N8 1.329, F10 1.349
10 F -2.190 -0.806 0.729  N9 1.349
11 H 3.231 -0.689 1.410  C1 1.123
12 H 2.321 1.794 0.806  C2 1.134
13 H 1.984 -2.553 0.609  C3 1.069
14 H 0.389 1.881 -0.637  C4 1.074
15 H -0.014 -2.362 -0.862  C5 1.130
16 H -1.469 0.858 -2.049  C7 1.008
17 H -1.562 -0.914 -2.031  C7 1.107
18 H -2.994 1.732 1.270  N8 1.118
19 H -1.271 1.249 1.547  N8 1.034

# 2
Density functional theory data (ωB97M-V with the def2-TZVPD basis set) for 2 unconnected molecules or ions with the total composition C7H9FO in a non-equilibrium geometry.

Values from the calculation:
LUMO: 0.023 hartree
ΔE to the lowest compared entry with this formula, charge and spin: 128.5 kcal per mole

Bonds (Å) are listed after each position.
CARTESIAN COORDINATES (ANGSTROEM)
1 C 4.199 0.516 -0.320  C2 1.282, H5 1.061, H6 0.994
2 C 3.259 -0.328 -0.099  C1 1.282, C3 1.307
3 C 2.153 -0.998 0.086  C2 1.307, O4 1.391, H7 1.101
4 O 1.083 -0.829 0.959  C3 1.391, H8 0.995
5 H 5.075 0.338 0.252  C1 1.061
6 H 3.989 1.232 -0.975  C1 0.994
7 H 1.941 -1.939 -0.445  C3 1.101
8 H 1.215 0.114 1.248  O4 0.995
9 C -3.493 -0.336 0.186  C10 1.532, H14 1.016, H15 1.070, H16 1.156
10 C -2.058 -0.431 -0.343  C9 1.532, C11 1.490, H17 1.203, H18 1.117
11 C -1.284 0.814 -0.073  C10 1.490, C12 1.195
12 C -0.657 1.831 -0.071  C11 1.195, F13 1.259
13 F -0.133 2.940 0.211  C12 1.259
14 H -3.433 -0.361 1.199  C9 1.016
15 H -3.868 0.574 -0.234  C9 1.070
16 H -4.199 -1.196 -0.128  C9 1.156
17 H -2.056 -0.534 -1.541  C10 1.203
18 H -1.734 -1.410 0.087  C10 1.117